# 1
Density functional theory data (ωB97M-V/def2-TZVPD) for a 2-piece molecular cluster, H2INS overall.

HOMO energy (alpha / beta) ... -0.3419 / -0.3330 Ha
Kohn-Sham gap (alpha / beta) ... 8.61 / 6.25 eV

Cartesian coordinates (Å):
N (1.04390, -0.90491, 0.88590)
S (-1.79288, 0.34509, -0.95772)
I (-0.91929, 2.44038, -0.59373)
H (1.55290, -0.88298, 0.00061)
H (0.11538, -0.99759, 0.66493)

# 2
Density functional theory data (ωB97M-V/def2-TZVPD) for one molecule with the formula H2IO2PS.

HOMO energy ... -0.3564 Ha
SMILES string ... OP(O)(=S)I
Kohn-Sham gap ... 8.76 eV

Cartesian coordinates (Å):
O (1.08867, 0.55792, 0.91285)
P (-0.19182, -0.43210, -0.06215)
O (0.29716, -0.09167, -1.50165)
S (-0.34333, -2.26505, 0.53026)
I (-2.22381, 1.08861, 0.14341)
H (1.11993, 0.31982, 1.79886)
H (0.25321, 0.82246, -1.82157)

# 3
Density functional theory data (ωB97M-V/def2-TZVPD) for H2IO2PS as an isolated structure.

Multiplicity ... 3
HOMO energy (alpha / beta) ... -0.2960 / -0.3483 Ha
Kohn-Sham gap (alpha / beta) ... 8.44 / 5.75 eV

Cartesian coordinates (Å):
O (-0.55296, -1.49937, 0.42765)
O (-0.35408, 0.92029, 0.15314)
P (0.26904, -0.23254, 0.99558)
S (0.15419, 0.01484, 2.98464)
I (3.08348, -1.26291, -0.03589)
H (-0.68499, -1.60943, -0.52589)
H (0.40439, 1.56026, 0.02791)

# 4
Density functional theory data (ωB97M-V/def2-TZVPD) for one molecule with the formula H2IOP.

HOMO energy ... -0.3722 Ha
SMILES string ... O=[PH2]I
Kohn-Sham gap ... 9.13 eV

Cartesian coordinates (Å):
O (0.83269, -1.43368, -0.01171)
P (0.24353, -0.07956, 0.06803)
I (-2.29763, 0.57618, 0.00452)
H (0.39335, 0.35583, -1.25579)
H (0.82806, 0.58122, 1.19495)

Calculated molecular weight in order - 175.0 224.0 224.0 175.9 g mol⁻¹
Calculated relative energy (zero: lowest compared OMol25 entry of this formula, charge and spin) in order - 70.3 17.7 0.0 15.3 kcal/mol